C7H14OPRuS | ωB97M-V/def2-TZVPD

Spin multiplicity: 6
LUMO level (alpha / beta), eV: 0.84 / -1.95
Total charge: 0
Energy relative to the best compared isomer or geometry (same formula, charge and spin), kcal per mole: 37.3
⟨S²⟩: 8.786

Last column: Löwdin charge in e.
Geometry (Å):
C: -0.758140 0.733844 -1.333780  -0.150
C: -1.356781 1.885959 -1.968048  -0.057
C: -0.320683 2.787576 -2.303834  -0.122
C: 0.919554 2.216177 -1.965635  -0.073
C: 0.672857 0.944825 -1.310250  -0.110
Ru: 0.332735 -1.047124 0.839137  0.558
P: 0.187451 -3.082706 0.078784  0.489
H: -1.256453 -0.145447 -0.875578  0.049
H: -2.423095 2.037571 -2.078997  0.103
H: -0.468589 3.776639 -2.727036  0.093
H: 1.410272 0.284245 -0.799154  0.061
H: 1.897936 2.652215 -2.082014  0.095
H: 1.314486 -3.530050 -0.673382  -0.134
H: -0.871439 -3.327619 -0.850620  -0.134
H: -0.018409 -4.166910 0.973485  -0.124
C: 0.524864 -1.511081 4.819314  -0.311
S: -0.339835 -0.671592 3.463926  0.677
C: -0.496390 0.996123 4.142168  -0.317
O: 0.987607 -0.516170 2.459880  -0.842
H: -0.063529 -1.416843 5.729937  0.038
H: 1.514762 -1.069331 4.937333  0.045
H: 0.599667 -2.567143 4.563349  0.039
H: 0.481152 1.474591 4.233923  0.051
H: -1.143134 1.577527 3.484502  0.040
H: -0.977267 0.903225 5.116488  0.035

Forces on the atoms, in the same order (eV/Å):
2.3 -0.1 0.3
0.6 -1.1 1.0
1.8 0.2 -0.2
-1.5 1.1 -0.2
-3.1 -1.2 0.4
-1.1 -0.1 -2.9
-0.3 -0.6 -1.1
0.1 0.7 -0.6
0.1 0.1 -0.1
0.1 -0.3 -0.1
-0.4 0.5 -0.6
0.0 0.1 -0.1
-0.5 -0.4 0.2
0.5 -0.5 0.1
0.1 0.1 -0.3
0.3 0.2 -0.3
-3.1 -0.1 1.8
0.0 -0.3 -0.1
3.8 1.8 2.8
0.0 0.1 0.0
0.1 -0.2 0.1
0.1 0.1 -0.1
0.0 0.0 -0.1
0.1 -0.1 0.0
0.1 0.1 0.1